Density functional theory data (wB97M-V/def2-TZVPD) for a structure of composition C34H34N6O5Sr.

## Properties
largest force on an atom	3.252	eV/A
LUMO energy	-0.010	Eh
total energy	-55824.6621	eV
Kohn-Sham gap	0.210	Ha
HOMO energy	-6.0	eV
spin multiplicity	1
net charge	0

Atoms and positions in Å:
Sr  -0.69  -0.27  0.57
C  2.39  -2.16  0.64
N  0.97  -2.50  0.50
C  0.73  -2.97  -0.89
C  -0.68  -3.07  -1.29
C  -1.04  -3.94  -2.29
C  -2.39  -4.08  -2.63
C  -3.34  -3.25  -2.02
C  -2.90  -2.40  -1.02
N  -1.62  -2.32  -0.63
C  0.47  -3.51  1.49
C  0.20  -2.93  2.82
C  0.87  -3.29  3.98
C  0.52  -2.70  5.18
C  -0.52  -1.75  5.22
C  -1.12  -1.43  3.99
N  -0.80  -2.00  2.82
C  2.70  -1.17  1.69
C  4.01  -1.23  2.23
C  4.39  -0.34  3.18
C  3.49  0.69  3.55
C  2.25  0.70  2.92
N  1.86  -0.20  2.02
H  2.72  -1.72  -0.29
H  3.00  -3.05  0.86
H  1.26  -3.91  -1.08
H  1.15  -2.23  -1.56
H  -0.29  -4.50  -2.84
H  -2.66  -4.75  -3.44
H  -4.39  -3.30  -2.28
H  -3.63  -1.83  -0.43
H  1.24  -4.29  1.57
H  -0.47  -3.87  1.10
H  1.68  -4.03  3.94
H  1.04  -2.96  6.12
H  -0.81  -1.17  6.09
H  -1.89  -0.69  3.95
H  4.68  -2.01  1.85
H  5.36  -0.41  3.66
H  3.75  1.41  4.30
H  1.54  1.47  3.16
O  -1.17  6.57  2.33
C  -1.02  5.19  2.07
C  -1.74  4.21  2.75
C  -1.65  2.90  2.24
N  -0.84  2.58  1.28
C  -0.03  3.46  0.74
C  -0.11  4.84  1.08
C  0.96  2.96  -0.29
O  1.69  3.84  -0.82
O  0.97  1.70  -0.56
C  -2.43  1.73  2.76
O  -3.00  1.85  3.86
O  -2.38  0.64  2.05
H  -1.87  6.73  2.97
H  -2.45  4.41  3.55
H  0.53  5.54  0.58
C  1.67  -0.66  -4.98
N  0.95  0.59  -4.51
C  1.86  1.43  -3.66
C  -0.29  0.18  -3.79
C  -1.22  1.26  -3.28
C  -1.66  2.38  -4.01
C  -2.63  3.22  -3.52
C  -3.18  3.00  -2.25
C  -2.67  1.95  -1.48
C  -1.69  1.12  -1.97
H  2.59  -0.39  -5.48
H  1.03  -1.23  -5.65
H  1.90  -1.31  -4.11
H  0.71  1.14  -5.34
H  2.22  0.83  -2.82
H  1.33  2.30  -3.28
H  2.64  1.79  -4.30
H  0.02  -0.35  -2.89
H  -0.81  -0.49  -4.49
H  -1.28  2.57  -5.01
H  -2.98  4.02  -4.20
H  -3.95  3.59  -1.77
H  -3.04  1.86  -0.47

List of Löwdin charges in e, atom by atom: number 1, Sr, carries 1.37; number 2, C, carries -0.14; number 3, N, carries -0.19; number 4, C, carries -0.15; number 5, C, carries -0.29; number 6, C, carries -0.03; number 7, C, carries -0.05; number 8, C, carries -0.04; number 9, C, carries -0.10; number 10, N, carries 0.00; number 11, C, carries -0.11; number 12, C, carries -0.29; number 13, C, carries -0.03; number 14, C, carries -0.06; number 15, C, carries -0.03; number 16, C, carries -0.10; number 17, N, carries 0.08; number 18, C, carries -0.27; number 19, C, carries -0.03; number 20, C, carries -0.07; number 21, C, carries -0.03; number 22, C, carries -0.10; number 23, N, carries 0.10; number 24, H, carries 0.13; number 25, H, carries 0.13; number 26, H, carries 0.14; number 27, H, carries 0.11; number 28, H, carries 0.12; number 29, H, carries 0.11; number 30, H, carries 0.11; number 31, H, carries 0.13; number 32, H, carries 0.13; number 33, H, carries 0.12; number 34, H, carries 0.12; number 35, H, carries 0.11; number 36, H, carries 0.11; number 37, H, carries 0.09; number 38, H, carries 0.12; number 39, H, carries 0.11; number 40, H, carries 0.10; number 41, H, carries 0.11; number 42, O, carries 0.03; number 43, C, carries -0.25; number 44, C, carries 0.07; number 45, C, carries -0.21; number 46, N, carries 0.12; number 47, C, carries -0.18; number 48, C, carries 0.08; number 49, C, carries -0.61; number 50, O, carries -0.04; number 51, O, carries -0.18; number 52, C, carries -0.61; number 53, O, carries -0.01; number 54, O, carries -0.27; number 55, H, carries 0.09; number 56, H, carries 0.12; number 57, H, carries 0.12; number 58, C, carries 0.00; number 59, N, carries -0.18; number 60, C, carries 0.02; number 61, C, carries -0.12; number 62, C, carries -0.29; number 63, C, carries -0.09; number 64, C, carries -0.12; number 65, C, carries -0.09; number 66, C, carries -0.17; number 67, C, carries -0.13; number 68, H, carries 0.09; number 69, H, carries 0.10; number 70, H, carries 0.10; number 71, H, carries 0.18; number 72, H, carries 0.11; number 73, H, carries 0.10; number 74, H, carries 0.10; number 75, H, carries 0.09; number 76, H, carries 0.13; number 77, H, carries 0.09; number 78, H, carries 0.10; number 79, H, carries 0.09; number 80, H, carries 0.07